1.
The following is a quantum chemistry calculation of a 2-piece molecular cluster, C2H2ClI overall at a distorted geometry, from the OMol25 dataset.

Computed properties:
Largest force on an atom, eV Å⁻¹: 5.11
HOMO-LUMO gap (alpha / beta), eV: 8.621 / 8.519
HOMO level (alpha / beta), eV: -9.43 / -9.43
Relative energy (zero: lowest compared OMol25 entry of this formula, charge and spin), kcal per mole: 83.2

The geometry in ORCA input format:
```
! RIJCOSX wB97M-V def2-TZVPD def2/J DEFGRID3
* xyz 0 1
C 0.377 0.364 0.525
Cl 1.106 -0.577 1.823
I -1.242 0.870 -2.013
C -0.393 -0.024 -0.453
H 0.518 1.403 0.592
H -0.366 -2.036 -0.475
*
```

Löwdin atomic charge list, values in e, 2 entries: C -0.769; Cl 0.551


2.
The following is a quantum chemistry calculation of a 2-piece molecular cluster, C2HCl2F3S overall at a distorted geometry, from the OMol25 dataset.

Computed properties:
Largest force on an atom, eV Å⁻¹: 6.10
HOMO-LUMO gap, eV: 9.499
HOMO level, eV: -9.58
Relative energy (zero: lowest compared OMol25 entry of this formula, charge and spin), kcal per mole: 51.8

The geometry in ORCA input format:
```
! RIJCOSX wB97M-V def2-TZVPD def2/J DEFGRID3
* xyz 0 1
F 0.290 0.845 2.096
Cl 1.998 1.106 -0.832
H -1.317 -0.969 -1.700
C 0.838 -0.051 -0.664
F -0.997 -0.717 1.357
Cl 1.357 -1.639 0.042
S -0.225 -0.264 -2.062
C -0.476 0.440 1.021
F -1.469 1.248 0.741
*
```

Löwdin atomic charge list, values in e, 2 entries: F 0.076; Cl 0.688


3.
The following is a quantum chemistry calculation of C5H11NO2 as an isolated structure at a distorted geometry, from the OMol25 dataset.

Computed properties:
Largest force on an atom, eV Å⁻¹: 4.83
HOMO-LUMO gap, eV: 9.273
HOMO level, eV: -8.27
Relative energy (zero: lowest compared OMol25 entry of this formula, charge and spin), kcal per mole: 113.4

The geometry in ORCA input format:
```
! RIJCOSX wB97M-V def2-TZVPD def2/J DEFGRID3
* xyz 0 1
O 1.033 -0.613 1.254
H 2.102 0.941 -0.554
N 1.822 -1.480 0.421
H -1.035 -0.107 -2.287
H -1.810 1.050 1.659
H 2.347 -2.039 1.092
H -0.310 1.939 -0.005
H -2.107 -0.685 1.681
H -2.335 0.263 -1.083
C -1.288 -0.001 -1.234
H 1.265 1.913 -1.825
C 1.228 1.003 -1.221
H -0.808 0.019 2.637
C -0.377 -0.159 0.512
H 1.136 -2.108 -0.012
C -1.320 0.073 1.674
H 1.311 0.144 -1.890
C -0.010 0.959 -0.380
O -0.844 -1.113 -0.439
*
```

Löwdin atomic charge list, values in e, 2 entries: O -0.203; H 0.081


4.
The following is a quantum chemistry calculation of C25H24N3O4Pt as an isolated structure, from the OMol25 dataset.

Computed properties:
Largest force on an atom, eV Å⁻¹: 0.82
HOMO-LUMO gap (alpha / beta), eV: 7.291 / 6.354
HOMO level (alpha / beta), eV: -10.54 / -12.14
Relative energy (zero: lowest compared OMol25 entry of this formula, charge and spin), kcal per mole: 4.6

The geometry in ORCA input format:
```
! RIJCOSX wB97M-V def2-TZVPD def2/J DEFGRID3
* xyz 1 5
H -0.435 3.390 -5.391
C -3.391 0.548 2.350
C 0.229 2.974 -4.643
C -1.079 -0.331 2.942
C -0.056 -0.893 -2.953
O 2.214 0.776 1.909
C -2.216 0.493 3.278
C -2.453 -3.617 -1.957
C -1.755 -2.350 -0.064
C 4.296 -0.947 1.735
C -2.543 -3.350 -0.600
H 0.853 -2.375 4.256
O -2.554 -2.641 2.143
C 1.941 2.045 -2.596
H 4.111 -0.340 2.615
N -1.053 -0.948 1.757
H -3.083 0.761 1.326
C -0.876 -1.852 -2.144
H 2.064 -1.130 3.961
H -1.505 0.496 -4.917
Pt 0.493 -0.241 -0.033
H -1.526 -2.989 -3.818
C -1.848 -1.989 1.397
C -1.615 -2.847 -2.749
H -3.204 -3.893 0.061
N 0.405 0.220 -2.242
H -4.102 1.307 2.669
H 5.075 -0.494 1.128
C -2.171 1.223 4.432
C 2.296 3.115 -3.377
H 3.788 2.148 -1.533
C 2.850 1.596 -1.493
H 4.575 -1.958 2.008
H -2.000 0.921 -3.277
H -2.190 2.084 -4.593
H 1.758 4.444 -4.977
C -1.064 1.132 5.292
H -2.995 1.879 4.682
O 0.192 -1.115 -4.112
C 2.151 -0.145 1.136
H 0.813 0.179 5.729
C 1.088 -1.499 3.643
O 3.095 -1.056 0.931
C -0.169 1.864 -3.942
C 0.032 -0.460 3.858
C 0.004 0.280 5.014
N -0.924 -1.642 -0.827
H 3.068 0.531 -1.552
H 2.391 1.797 -0.525
H 1.138 -1.831 2.611
C -1.543 1.306 -4.190
C 0.721 1.341 -2.919
H -1.052 1.721 6.201
H -3.047 -4.407 -2.398
C 1.460 3.581 -4.394
H 3.245 3.604 -3.195
H -3.899 -0.421 2.347
*
```

Löwdin atomic charge list, values in e, 2 entries: H 0.126; C -0.016


Among the records above, which one has the lowest relative energy (zero: lowest compared OMol25 entry of this formula, charge and spin)?
C25H24N3O4Pt